Below is a structure of composition C9H5BCl3F11N2OPtS2, with properties calculated with ωB97M-V/def2-TZVPD.

Positions of all 35 atoms, in Å:
Pt  -0.212  0.823  0.302
F  -0.665  0.069  -3.345
C  -1.909  0.035  -2.874
F  -2.732  -0.247  -3.895
F  -2.208  1.269  -2.437
C  -2.034  -0.991  -1.711
O  -0.985  -0.885  -0.868
C  -2.055  -2.435  -2.312
F  -3.244  -2.771  -2.826
F  -1.765  -3.338  -1.354
F  -1.135  -2.575  -3.268
C  -3.381  -0.752  -0.958
F  -3.283  0.308  -0.141
F  -4.428  -0.545  -1.761
F  -3.668  -1.811  -0.177
S  1.783  -0.458  1.000
C  1.136  -1.962  1.421
N  0.044  -2.508  0.938
C  -0.199  -3.900  1.280
C  0.527  -4.141  2.599
S  1.943  -2.996  2.574
H  -0.483  -2.009  0.194
H  0.201  -4.539  0.486
H  -1.269  -4.082  1.361
H  0.885  -5.163  2.690
H  -0.102  -3.901  3.456
Cl  -4.751  0.240  2.876
C  -3.275  -0.459  3.537
Cl  -3.112  -0.081  5.257
Cl  -3.248  -2.215  3.295
C  -2.121  0.113  2.833
N  -1.187  0.555  2.335
F  -0.156  3.666  1.184
B  0.564  2.661  0.678
F  1.843  2.960  0.449

Properties
HOMO-LUMO gap (alpha / beta)	7.38 / 7.54	eV
F_max	0.0098	Eh/bohr
HOMO (alpha / beta)	-7.8 / -9.1	eV
relative energy (zero: lowest compared OMol25 entry of this formula, charge and spin)	0.00	kJ/mol
multiplicity	3